C12H26FN2O4 | ωB97M-V/def2-TZVPD

Computed properties:
DFT total energy: -983.22950 a.u.
lowest unoccupied orbital energy: 3.4 eV

ORCA input file:
```
! RIJCOSX wB97M-V def2-TZVPD def2/J DEFGRID3
* xyz -1 1
H -15.85 -5.93 -7.09
H -10.90 -6.10 -2.67
C -14.80 -11.29 -2.56
H -17.72 -7.41 -4.35
C -10.02 -6.01 -4.74
O -15.33 -7.32 -5.68
H -14.90 -11.30 -1.49
H -14.34 -12.33 -5.64
C -14.64 -10.41 -4.61
H -16.33 -7.72 -2.61
N -11.98 -6.90 -4.31
H -18.79 -8.66 -3.67
C -10.55 -6.51 -5.96
C -10.91 -6.29 -3.72
H -12.83 -7.20 -3.84
H -14.90 -9.20 -2.94
H -14.86 -7.28 -4.82
H -14.76 -5.32 -5.85
C -13.78 -4.03 -2.92
H -13.72 -3.90 -4.01
C -15.61 -5.99 -6.03
O -17.20 -8.12 -2.45
H -14.71 -9.60 -5.32
O -15.05 -4.52 -2.52
H -12.53 -7.61 -6.19
N -14.81 -10.15 -3.28
C -14.65 -12.35 -3.44
C -14.51 -11.79 -4.72
H -10.12 -6.35 -6.93
C -13.98 -8.33 0.06
C -11.76 -7.08 -5.64
C -17.76 -8.31 -3.74
H -13.51 -8.35 1.04
H -15.01 -5.49 -2.59
H -16.42 -5.57 -5.41
H -13.60 -3.07 -2.44
H -14.57 -13.40 -3.21
H -13.01 -4.75 -2.65
F -14.57 -7.21 -3.06
H -14.43 -9.31 -0.13
O -13.02 -8.05 -0.96
H -9.14 -5.38 -4.70
H -17.22 -9.12 -4.26
H -13.55 -7.73 -1.72
H -14.73 -7.54 0.05
*
```